No. 1
Computed, not measured: C42H47BrClF5LaN2O3SSi as an isolated structure, with the ωB97M-V functional and the def2-TZVPD basis.

The relative energy (zero: lowest compared OMol25 entry of this formula, charge and spin) is 31.81 kJ/mol. As for the energy: -169164.509 eV. For the frontier orbital gap, the calculation gives 7.26 eV.

The geometry in ORCA input format:
```
! wB97M-V def2-TZVPD RIJCOSX def2/J DEFGRID3
* xyz 1 1
La -0.223 -0.280 0.202
Cl 6.513 3.180 0.547
C 5.110 2.217 0.208
C 5.258 0.866 -0.134
C 4.158 0.091 -0.398
C 2.848 0.610 -0.321
O 1.825 -0.159 -0.549
C 2.710 1.981 0.023
C 1.452 2.672 0.097
N 0.258 2.188 -0.048
C -0.826 3.110 -0.102
C -0.687 4.394 -0.565
C -1.770 5.298 -0.570
C -3.003 4.897 -0.158
C -3.206 3.559 0.254
C -4.484 3.071 0.609
C -4.634 1.761 0.947
C -3.498 0.935 0.956
N -2.288 1.347 0.659
C -2.123 2.655 0.289
C 3.862 2.762 0.274
H 6.253 0.441 -0.190
H 4.266 -0.950 -0.675
H 1.549 3.739 0.309
H 0.258 4.718 -0.981
H -1.611 6.310 -0.918
H -3.848 5.575 -0.176
H -5.330 3.747 0.598
H -5.600 1.346 1.202
H -3.606 -0.107 1.234
H 3.747 3.814 0.512
C 0.223 -1.360 8.936
C 0.444 -0.848 7.537
C 1.560 -0.076 7.227
C 1.760 0.406 5.940
C 0.817 0.117 4.966
C -0.297 -0.663 5.238
C -0.472 -1.142 6.525
S 1.048 0.796 3.347
C 0.039 2.253 3.591
O 0.207 -0.076 2.418
H 1.127 -1.273 9.538
H -0.087 -2.406 8.927
H -0.566 -0.790 9.431
H 2.289 0.148 7.997
H 2.641 0.992 5.699
H -1.001 -0.902 4.450
H -1.338 -1.754 6.749
H -0.965 1.925 3.860
H 0.030 2.831 2.668
H 0.492 2.828 4.400
C 1.031 -7.426 1.672
C 0.892 -5.892 1.753
C -0.568 -5.543 2.098
C 1.751 -5.369 2.913
Si 1.461 -5.150 0.096
Br 0.602 -2.968 0.271
C 0.565 -5.777 -1.461
C 0.621 -4.771 -2.623
C 1.230 -7.095 -1.903
C -0.919 -6.038 -1.171
C 3.332 -4.848 -0.067
C 3.686 -4.373 -1.482
C 3.851 -3.781 0.911
C 4.062 -6.177 0.208
H 0.822 -7.856 2.657
H 2.035 -7.743 1.379
H 0.320 -7.860 0.966
H -0.843 -6.081 3.012
H -1.277 -5.828 1.326
H -0.688 -4.475 2.293
H 1.331 -5.745 3.853
H 1.744 -4.276 2.961
H 2.784 -5.712 2.857
H 1.628 -4.610 -2.998
H 0.198 -3.803 -2.349
H 0.023 -5.169 -3.451
H 2.268 -6.949 -2.209
H 0.686 -7.498 -2.763
H 1.214 -7.854 -1.116
H -1.427 -5.137 -0.812
H -1.069 -6.839 -0.448
H -1.407 -6.344 -2.104
H 3.158 -3.452 -1.747
H 3.473 -5.128 -2.238
H 4.762 -4.167 -1.522
H 3.321 -2.833 0.803
H 4.910 -3.600 0.692
H 3.783 -4.094 1.951
H 3.722 -6.983 -0.450
H 3.935 -6.509 1.240
H 5.134 -6.039 0.035
F -5.038 -5.164 0.204
C -4.225 -4.162 -0.128
C -4.099 -3.767 -1.450
F -4.798 -4.402 -2.387
C -3.259 -2.728 -1.805
F -3.163 -2.382 -3.088
C -2.505 -2.028 -0.860
O -1.696 -1.031 -1.165
C -2.676 -2.460 0.459
F -1.981 -1.786 1.442
C -3.508 -3.491 0.840
F -3.614 -3.827 2.127
*
```

No. 2
Computed, not measured: a 14-piece molecular cluster, C42H47F13NO40P overall, with the ωB97M-V functional and the def2-TZVPD basis.

As for the energy: -172321.905 eV. For the frontier orbital gap, the calculation gives 7.93 eV.

The geometry in ORCA input format:
```
! wB97M-V def2-TZVPD RIJCOSX def2/J DEFGRID3
* xyz 0 1
N -0.097 -0.333 1.907
C -1.127 0.350 1.143
O -0.933 0.620 -0.046
C -2.490 0.794 1.840
C -3.696 -0.161 1.370
P -3.152 -1.959 1.012
H 0.770 0.204 1.846
H 0.045 -1.293 1.586
H -2.330 0.597 2.939
H -2.689 1.886 1.643
H -4.385 -0.247 2.267
H -4.208 0.319 0.500
H -2.259 -2.261 2.081
H -2.519 -2.058 -0.258
C -1.924 0.800 -3.391
C -3.215 0.041 -3.426
O -4.042 0.859 -4.237
C -3.201 1.507 -5.089
O -3.549 2.071 -6.079
O -1.907 1.427 -4.673
F -3.765 -0.042 -2.187
H -1.907 1.567 -2.613
H -1.060 0.148 -3.260
H -3.138 -0.967 -3.863
C -5.625 -5.190 -2.102
C -5.170 -6.488 -1.508
O -3.801 -6.251 -1.232
C -3.700 -4.912 -0.996
O -2.764 -4.391 -0.477
O -4.804 -4.244 -1.422
F -5.262 -7.493 -2.408
H -5.435 -5.131 -3.176
H -6.682 -4.996 -1.921
H -5.686 -6.768 -0.586
C 2.973 2.551 -0.289
C 2.016 2.249 0.820
O 2.105 3.399 1.641
C 2.428 4.424 0.804
O 2.326 5.576 1.087
O 2.872 3.969 -0.397
F 2.422 1.167 1.541
H 4.002 2.278 -0.044
H 2.695 2.065 -1.224
H 0.980 2.107 0.496
C 8.431 3.359 -1.227
C 7.187 3.945 -0.634
O 6.292 2.846 -0.627
C 7.073 1.736 -0.506
O 6.661 0.660 -0.199
O 8.377 2.007 -0.772
F 6.677 4.915 -1.428
H 8.426 3.376 -2.316
H 9.333 3.855 -0.874
H 7.308 4.327 0.383
C -3.623 -0.821 -8.432
C -3.787 -2.295 -8.646
O -3.301 -2.846 -7.436
C -3.541 -1.906 -6.484
O -3.513 -2.119 -5.308
O -3.822 -0.700 -7.028
F -3.009 -2.732 -9.666
H -2.622 -0.468 -8.689
H -4.355 -0.234 -8.985
H -4.819 -2.616 -8.807
C 1.214 -4.590 3.896
C -0.083 -5.338 3.866
O -0.911 -4.508 3.075
C -0.074 -3.857 2.223
O -0.433 -3.282 1.242
O 1.221 -3.949 2.624
F -0.623 -5.434 5.107
H 1.245 -3.833 4.684
H 2.075 -5.249 4.009
H -0.021 -6.331 3.414
C 0.549 7.231 -0.931
C -0.693 6.395 -0.958
O -1.575 7.159 -1.757
C -0.782 7.862 -2.616
O -1.175 8.402 -3.600
O 0.516 7.862 -2.209
F -1.229 6.270 0.282
H 0.525 7.994 -0.149
H 1.451 6.634 -0.811
H -0.560 5.404 -1.402
C -2.370 -6.987 -4.821
C -2.032 -5.744 -5.587
O -3.174 -5.551 -6.399
C -4.215 -6.087 -5.705
O -5.361 -5.876 -5.948
O -3.785 -6.889 -4.693
F -0.956 -5.939 -6.389
H -2.116 -7.899 -5.367
H -1.889 -7.019 -3.843
H -1.872 -4.860 -4.964
C -5.659 3.388 0.613
C -6.874 4.026 1.207
O -7.820 2.969 1.216
C -7.092 1.826 1.333
O -7.548 0.770 1.639
O -5.774 2.040 1.066
F -7.343 5.022 0.411
H -5.665 3.405 -0.481
H -4.735 3.843 0.965
H -6.735 4.398 2.220
C -3.253 3.214 5.933
C -4.531 2.434 5.905
O -5.378 3.242 5.110
C -4.556 3.909 4.257
O -4.926 4.471 3.272
O -3.260 3.850 4.659
F -5.069 2.329 7.144
H -3.241 3.973 6.719
H -2.377 2.576 6.049
H -4.444 1.441 5.456
C 13.213 3.851 -3.694
C 12.584 2.665 -3.028
O 11.431 3.217 -2.421
C 11.075 4.277 -3.199
O 10.013 4.814 -3.153
O 12.078 4.640 -4.040
F 13.387 2.163 -2.060
H 13.858 4.418 -3.019
H 13.786 3.577 -4.580
H 12.290 1.866 -3.714
C -2.736 -6.035 7.522
C -2.939 -7.491 7.232
O -2.457 -8.118 8.404
C -2.663 -7.225 9.414
O -2.629 -7.501 10.569
O -2.919 -5.977 8.933
F -2.181 -7.893 6.181
H -1.729 -5.693 7.273
H -3.458 -5.402 7.007
H -3.981 -7.776 7.065
C 7.188 1.217 3.503
C 8.623 1.644 3.436
O 8.748 2.521 4.539
C 7.838 2.089 5.459
O 7.840 2.410 6.603
O 6.933 1.237 4.904
F 8.875 2.339 2.298
H 6.517 1.920 3.001
H 7.028 0.222 3.088
H 9.340 0.826 3.535
*
```

No. 3
Computed, not measured: C42H47FeN4O5PS as an isolated structure, with the ωB97M-V functional and the def2-TZVPD basis.

The relative energy (zero: lowest compared OMol25 entry of this formula, charge and spin) is 0.00 kJ/mol. As for the energy: -115024.557 eV. For the frontier orbital gap (alpha / beta), the calculation gives 6.91 / 6.91 eV.

The geometry in ORCA input format:
```
! wB97M-V def2-TZVPD RIJCOSX def2/J DEFGRID3
* xyz 0 5
Fe 1.903 -20.219 -2.931
C 3.846 -22.499 -4.630
O 3.561 -21.107 -4.481
C 3.785 -20.239 -5.549
C 4.677 -20.437 -6.607
C 4.962 -19.448 -7.548
C 4.358 -18.199 -7.433
C 3.565 -17.949 -6.309
C 3.200 -18.999 -5.456
N 2.194 -18.735 -4.481
N 1.448 -17.799 -4.831
C 0.409 -17.358 -4.090
C -0.011 -17.877 -2.811
O 0.552 -18.918 -2.206
C -1.001 -17.164 -2.092
C -1.564 -16.041 -2.586
C -1.311 -15.531 -3.864
C -1.961 -14.389 -4.344
C -1.729 -13.967 -5.607
C -0.762 -14.658 -6.405
C -0.200 -15.826 -5.960
C -0.348 -16.239 -4.608
H 3.356 -22.891 -5.513
H 3.491 -22.919 -3.688
H 4.908 -22.691 -4.742
H 5.202 -21.395 -6.678
H 5.665 -19.634 -8.376
H 4.620 -17.387 -8.125
H 3.188 -16.947 -6.068
H -1.229 -17.678 -1.195
H -2.225 -15.389 -1.971
H -2.705 -13.805 -3.746
H -2.001 -13.029 -5.999
H -0.516 -14.336 -7.398
H 0.476 -16.368 -6.606
O 1.468 -24.243 -0.824
S 1.115 -23.244 -1.800
O 0.796 -23.715 -3.134
N 2.208 -22.042 -1.809
C 3.319 -22.014 -1.002
C 3.950 -23.047 -0.340
C 5.106 -22.823 0.502
C 5.578 -21.601 0.704
C 5.016 -20.516 -0.030
C 5.550 -19.231 -0.012
C 4.984 -18.184 -0.682
C 3.833 -18.426 -1.405
N 3.295 -19.634 -1.518
C 3.869 -20.689 -0.844
C -0.248 -22.389 -1.211
C -0.049 -21.354 -0.307
C -1.146 -20.729 0.279
C -2.463 -21.124 -0.131
C -2.597 -22.086 -1.046
C -1.536 -22.752 -1.647
H 3.572 -24.057 -0.316
H 5.542 -23.703 0.966
H 6.315 -21.301 1.454
H 6.458 -19.071 0.606
H 5.507 -17.233 -0.680
H 3.195 -17.659 -1.855
H 0.955 -21.097 -0.029
H -0.908 -19.998 0.987
H -3.315 -20.599 0.274
H -3.550 -22.296 -1.445
H -1.666 -23.593 -2.362
C 1.003 -23.554 -6.949
C -0.167 -22.815 -6.267
P 0.394 -21.234 -5.432
C -1.206 -20.561 -4.772
C -2.572 -21.096 -5.239
C 0.737 -20.189 -6.924
C -0.201 -20.291 -8.185
H 1.584 -23.946 -6.125
H 0.630 -24.530 -7.473
H 1.578 -22.934 -7.601
H -0.568 -23.482 -5.506
H -1.035 -22.548 -6.892
H -1.196 -19.515 -4.955
H -1.108 -20.647 -3.648
H -2.753 -20.732 -6.244
H -3.365 -20.807 -4.546
H -2.655 -22.205 -5.301
H 1.740 -20.356 -7.215
H 0.675 -19.106 -6.565
H -0.398 -21.293 -8.598
H 0.158 -19.663 -9.013
H -1.139 -19.913 -7.836
C 8.133 -26.285 -0.756
C 6.845 -26.954 -0.584
C 5.923 -26.310 -1.635
O 6.302 -24.917 -1.613
C 7.698 -24.858 -1.170
H 8.648 -26.722 -1.597
H 8.702 -26.365 0.193
H 6.371 -26.736 0.399
H 6.926 -28.026 -0.637
H 4.857 -26.367 -1.355
H 6.103 -26.750 -2.632
H 7.694 -24.216 -0.277
H 8.359 -24.441 -1.861
*
```

No. 4
Computed, not measured: C42H47MnN9OPS2 as an isolated structure, with the ωB97M-V functional and the def2-TZVPD basis.

The relative energy (zero: lowest compared OMol25 entry of this formula, charge and spin) is 55.64 kJ/mol. As for the energy: -122032.959 eV. For the frontier orbital gap (alpha / beta), the calculation gives 6.45 / 6.68 eV.

The geometry in ORCA input format:
```
! wB97M-V def2-TZVPD RIJCOSX def2/J DEFGRID3
* xyz 3 4
Mn -0.470 0.757 -0.031
C -3.622 4.935 1.821
N -2.458 4.073 1.680
C -1.222 4.350 2.195
C -0.397 3.341 1.801
N -1.117 2.452 1.053
C -2.371 2.914 0.997
P -3.768 2.155 0.079
C -3.393 0.459 0.632
N -2.191 -0.116 0.592
C -2.310 -1.344 1.173
C -3.603 -1.511 1.566
N -4.272 -0.373 1.222
C -5.696 -0.148 1.423
C -2.814 2.058 -1.471
N -1.593 1.542 -1.577
C -1.196 1.754 -2.868
C -2.187 2.408 -3.538
N -3.202 2.597 -2.644
C -4.474 3.246 -2.935
H -3.774 5.186 2.868
H -4.510 4.435 1.446
H -3.473 5.860 1.266
H -1.025 5.231 2.781
H 0.650 3.204 2.008
H -1.473 -2.012 1.270
H -4.089 -2.332 2.058
H -6.012 -0.616 2.352
H -6.267 -0.582 0.603
H -5.901 0.918 1.475
H -0.228 1.460 -3.227
H -2.241 2.752 -4.556
H -4.332 3.971 -3.732
H -4.840 3.768 -2.055
H -5.213 2.513 -3.255
N 0.708 0.398 1.153
C 1.261 0.091 2.262
C 2.654 0.377 2.591
C 3.534 0.822 1.593
C 4.830 1.168 1.906
C 5.278 1.070 3.221
C 4.420 0.622 4.217
C 3.116 0.282 3.912
C 0.388 -0.554 3.288
C -0.760 0.107 3.721
C -1.547 -0.453 4.713
C -1.215 -1.692 5.245
C -0.086 -2.364 4.794
C 0.724 -1.796 3.824
H 3.166 0.896 0.579
H 5.507 1.519 1.138
H 6.291 1.357 3.471
H 4.766 0.546 5.238
H 2.445 -0.026 4.701
H -0.990 1.083 3.315
H -2.406 0.088 5.088
H -1.829 -2.135 6.018
H 0.170 -3.329 5.211
H 1.611 -2.313 3.479
C 4.500 0.523 -2.269
N 3.194 1.094 -1.934
C 2.863 2.372 -1.732
S 1.297 2.744 -1.106
N 3.630 3.415 -2.011
C 4.940 3.500 -2.656
H 4.391 -0.557 -2.331
H 5.243 0.741 -1.502
H 4.855 0.884 -3.231
H 2.513 0.439 -1.589
H 3.183 4.297 -1.818
H 5.654 2.811 -2.216
H 5.310 4.511 -2.521
H 4.863 3.311 -3.728
O 0.067 -0.658 -1.309
S -0.126 -1.312 -2.684
C -0.457 -3.096 -2.462
C -1.836 -3.444 -1.980
C -2.966 -2.915 -2.601
C -4.233 -3.317 -2.206
C -4.379 -4.250 -1.187
C -3.257 -4.779 -0.567
C -1.990 -4.370 -0.955
C 1.598 -1.524 -3.298
C 2.497 -2.368 -2.442
C 3.065 -3.527 -2.966
C 3.947 -4.281 -2.205
C 4.243 -3.904 -0.904
C 3.651 -2.773 -0.360
C 2.785 -2.006 -1.124
H 0.317 -3.489 -1.804
H -0.313 -3.487 -3.474
H -2.853 -2.217 -3.424
H -5.107 -2.940 -2.721
H -5.366 -4.590 -0.901
H -3.361 -5.526 0.209
H -1.120 -4.816 -0.485
H 1.972 -0.505 -3.421
H 1.464 -1.956 -4.292
H 2.838 -3.830 -3.981
H 4.409 -5.158 -2.637
H 4.928 -4.492 -0.308
H 3.868 -2.478 0.659
H 2.318 -1.137 -0.678
*
```